C43H42BrIrN8O | ωB97M-V/def2-TZVPD

* DFT total energy: -4855.06660 hartree
* energy relative to the best compared isomer or geometry (same formula, charge and spin): 74.9 kcal/mol
* total charge: +1
* <S²>: 0.83
* 2S+1: 2

Each line ends with the Löwdin spin population.
Positions of all 96 atoms, in Å:
C -1.419 -3.713 -0.163  0.000
N -0.296 -3.063 0.137  -0.001
C 6.765 0.950 -2.316  -0.002
C 0.426 -5.042 1.287  0.001
C 0.782 -1.978 3.500  0.140
H -3.670 -0.258 2.541  0.001
C 1.119 -0.710 -4.817  0.004
H -3.510 3.460 -1.503  0.000
C 2.017 0.427 -4.600  0.003
C -3.688 4.739 0.098  0.000
C 6.819 2.026 -3.195  0.000
H -2.644 -5.467 -0.020  0.000
C -1.039 -7.083 1.530  0.000
O -0.342 -0.943 -1.597  0.040
H 2.998 2.977 -3.977  0.000
C -1.705 -5.003 0.256  0.001
H -3.608 -0.662 -2.681  0.000
C 4.919 0.007 -3.518  -0.002
C 0.613 -3.749 0.829  0.001
H -2.529 -0.938 -1.326  0.000
C -2.688 1.097 -1.907  0.001
H 0.927 3.261 2.326  0.000
H -2.773 -0.044 4.021  0.005
H 1.014 3.161 -0.187  0.000
H -1.017 3.690 3.064  0.000
H -2.450 -1.258 5.912  -0.003
C -0.772 -5.695 1.019  0.000
H -2.129 -3.178 -0.788  0.000
H -3.443 0.994 1.349  0.002
C -3.305 -0.275 -1.706  0.000
H 1.550 -3.234 1.015  0.000
C 2.062 1.529 1.793  0.015
H 1.186 -1.203 -5.779  0.000
H 5.942 2.921 -4.938  0.000
C 5.836 -0.073 -2.490  0.000
C 1.270 2.635 -1.094  0.000
C -2.569 4.840 2.283  -0.001
C -1.642 3.804 2.188  0.004
H -4.789 0.784 -0.531  0.000
C -3.483 5.288 1.362  0.004
H -1.854 -7.555 0.985  0.000
C 5.917 2.098 -4.236  -0.002
H -1.316 -7.048 2.586  0.000
H 4.203 -0.791 -3.664  0.000
H -5.079 -1.124 1.126  0.000
H -1.976 1.048 -2.740  0.000
C 0.120 -1.098 2.628  -0.020
C -1.962 -0.753 3.955  0.118
C -3.282 -0.065 1.553  0.009
H 5.842 -0.926 -1.826  0.000
C -2.225 2.645 -0.041  0.000
H -4.403 5.268 -0.523  0.000
H -0.254 -2.086 -3.963  0.000
H 2.465 4.219 -1.894  0.000
H 2.853 1.893 2.452  0.001
C -1.743 -1.466 5.116  -0.022
C 2.078 -0.015 1.815  0.019
N 3.994 1.333 -5.375  -0.010
H -0.151 -7.709 1.445  0.000
H -4.083 6.147 1.629  0.000
C 0.738 2.187 2.246  0.002
H 2.444 -0.340 2.790  0.002
C -3.153 3.619 -0.498  0.003
C 0.342 -1.191 -3.842  0.004
N 0.723 -0.483 1.622  0.192
H -3.650 -1.874 0.438  0.000
C 4.927 1.116 -4.382  0.001
C 2.378 2.533 -3.213  0.000
N 2.959 0.568 -5.467  0.005
C 1.002 0.773 -2.392  0.004
N -1.833 -0.346 1.557  0.083
H -5.345 -0.745 -1.169  0.000
Ir -0.493 0.390 0.196  0.258
C -4.144 -0.913 0.602  0.004
C -1.402 2.850 1.195  -0.002
H -0.889 -2.986 6.320  0.008
H 1.050 -3.376 5.023  -0.005
H 1.208 -5.536 1.851  0.000
H 7.566 2.796 -3.061  0.000
C -1.306 -0.788 2.693  -0.021
C -4.480 -0.249 -0.726  0.001
C 0.353 -2.637 4.643  -0.029
Br 7.972 0.862 -0.880  0.000
C 1.825 1.262 -3.393  0.003
H 0.468 1.827 3.247  0.001
N -1.956 1.535 -0.717  0.001
H 2.305 1.873 0.796  0.000
H 2.767 -0.397 1.055  0.005
N -0.377 1.998 1.305  0.014
N 0.750 1.424 -1.243  -0.001
H -3.461 1.803 -2.196  0.000
H -2.540 5.381 3.223  0.000
C 0.298 -0.523 -2.546  0.006
C -0.778 -2.423 5.403  0.148
C 2.079 3.224 -2.061  0.001
H 1.778 -2.250 3.174  0.005